# 1
# C40H36ClIrN3Si2

C40H36ClIrN3Si2 as an isolated structure at a distorted geometry (ωB97M-V/def2-TZVPD, the Open Molecules 2025 dataset).

Last column: Mulliken spin population.
Cartesian coordinates (Å):
C: -1.595 0.766 0.679  0.29
C: -1.777 0.861 -0.731  0.05
C: -1.350 -0.391 -1.316  -0.03
H: -2.276 1.664 -1.270  0.01
C: -0.814 -1.211 -0.231  0.13
C: -1.012 -0.477 0.989  -0.02
H: -0.823 -0.864 1.988  0.01
H: -1.919 1.511 1.404  0.00
H: -1.564 -0.751 -2.311  0.03
H: -0.503 -2.248 -0.333  0.00
Ir: 0.592 0.361 -1.052  0.40
Si: 1.315 0.445 -3.342  0.00
C: 0.558 2.099 -3.912  -0.02
C: 1.418 3.170 -4.177  0.00
H: 2.497 3.045 -4.045  0.00
C: 0.915 4.404 -4.610  0.00
H: 1.596 5.241 -4.771  0.00
C: -0.451 4.562 -4.854  0.00
H: -0.848 5.502 -5.244  0.00
C: -1.313 3.497 -4.597  0.00
H: -2.379 3.570 -4.826  0.00
C: -0.819 2.316 -4.039  -0.01
H: -1.542 1.573 -3.694  0.00
C: 0.280 -0.996 -4.161  -0.22
C: -1.165 -0.951 -4.483  0.83
H: -1.784 -0.078 -4.306  -0.04
C: -1.709 -2.058 -5.245  0.19
H: -2.677 -1.943 -5.733  -0.03
C: -1.180 -3.356 -4.986  0.45
H: -1.757 -4.238 -5.262  0.02
C: 0.042 -3.450 -4.342  -0.10
H: 0.436 -4.441 -4.104  0.01
C: 0.780 -2.334 -3.963  0.52
H: 1.739 -2.469 -3.453  0.04
H: 1.159 -0.903 -1.869  0.06
Si: -0.172 -1.091 -6.043  0.05
C: 0.751 -2.176 -7.268  0.07
C: 0.165 -2.367 -8.530  0.01
H: -0.753 -1.828 -8.792  0.01
C: 0.749 -3.245 -9.450  0.01
H: 0.281 -3.399 -10.423  0.00
C: 1.929 -3.925 -9.118  0.00
H: 2.378 -4.624 -9.827  0.00
C: 2.533 -3.707 -7.874  0.01
H: 3.450 -4.238 -7.606  0.00
C: 1.963 -2.810 -6.965  0.03
H: 2.458 -2.613 -6.011  0.00
C: -0.267 0.560 -6.949  0.01
C: -1.483 1.135 -7.327  0.02
H: -2.419 0.614 -7.113  0.01
C: -1.488 2.382 -7.958  0.00
H: -2.436 2.843 -8.236  0.00
C: -0.287 3.051 -8.214  0.00
H: -0.294 4.033 -8.690  0.00
C: 0.926 2.464 -7.845  0.00
H: 1.865 2.986 -8.025  0.00
C: 0.935 1.212 -7.232  0.03
H: 1.886 0.750 -6.953  0.00
H: 2.011 0.934 -2.013  0.11
Cl: 3.140 0.160 -4.278  0.01
C: 2.460 -3.238 2.673  0.08
C: 2.581 -1.993 3.310  -0.04
C: 2.477 -0.819 2.564  0.10
C: 2.184 -0.899 1.196  -0.08
C: 2.214 -2.138 0.531  0.07
C: 2.305 -3.309 1.282  -0.05
N: 1.741 0.301 0.568  0.31
N: 1.937 1.367 1.338  0.37
C: 1.359 2.495 0.813  -0.05
C: 1.439 3.739 1.480  0.06
C: 0.747 4.819 0.974  0.00
C: 0.004 4.637 -0.211  0.08
C: -0.033 3.395 -0.821  -0.01
N: 0.675 2.342 -0.353  0.16
H: 2.502 -4.158 3.260  0.00
H: 2.753 -1.912 4.383  0.00
H: 2.553 0.169 3.021  0.02
H: 2.134 -2.167 -0.554  0.00
H: 2.257 -4.277 0.780  0.00
H: 2.050 3.747 2.381  0.00
H: 0.762 5.785 1.474  0.00
H: -0.559 5.453 -0.663  0.00
H: -0.624 3.223 -1.724  0.01

The HOMO energy (spin up / spin down) comes out at -8.55 / -10.84 eV. Its charge is +1. Its expectation value of S² is 6.049. The calculation puts the energy relative to the best compared isomer or geometry (same formula, charge and spin) at 146.93 kJ/mol. The calculation puts the HOMO-LUMO gap (spin up / spin down) at 3.88 / 5.66 eV. As for the multiplicity: 5.

# 2
# C40H36CoN6O3STe

C40H36CoN6O3STe as an isolated structure at a distorted geometry (ωB97M-V/def2-TZVPD, the Open Molecules 2025 dataset).

Last column: Mulliken spin population.
Cartesian coordinates (Å):
Co: -0.172 -0.300 0.115  0.95
C: -7.196 -2.720 0.412  0.00
O: -5.969 -2.662 1.086  0.00
C: -5.160 -1.576 0.819  0.00
C: -5.642 -0.347 0.351  0.00
C: -4.761 0.688 0.137  -0.01
C: -3.382 0.569 0.375  -0.01
C: -2.456 1.622 0.111  0.02
C: -2.956 2.952 -0.402  0.00
O: -1.224 1.526 0.295  0.02
C: -2.893 -0.692 0.885  0.00
O: -1.673 -0.876 1.205  0.01
C: -3.818 -1.741 1.073  0.01
H: -7.611 -3.708 0.615  0.00
H: -7.075 -2.593 -0.670  0.00
H: -7.912 -1.971 0.773  0.00
H: -6.696 -0.198 0.151  0.00
H: -5.155 1.629 -0.226  0.00
H: -3.460 3.484 0.409  0.00
H: -3.655 2.812 -1.225  0.00
H: -2.111 3.543 -0.750  0.00
H: -3.453 -2.686 1.453  0.00
N: 2.072 -0.993 2.682  0.00
C: 3.038 -0.961 1.698  0.00
C: 4.183 -0.171 1.839  0.00
C: 5.221 -0.246 0.926  0.00
C: 5.140 -1.114 -0.152  0.00
C: 4.004 -1.901 -0.301  0.00
C: 2.947 -1.828 0.593  0.00
C: 1.751 -2.686 0.388  0.00
C: 1.981 -4.065 0.415  0.00
C: 0.956 -4.970 0.211  0.00
C: -0.315 -4.483 -0.054  0.00
C: -0.536 -3.117 -0.095  0.00
C: 0.463 -2.160 0.141  -0.04
H: 2.017 -0.158 3.246  0.00
H: 1.158 -1.279 2.352  0.01
H: 4.242 0.518 2.674  0.00
H: 6.092 0.388 1.043  0.00
H: 5.947 -1.187 -0.872  0.00
H: 3.926 -2.585 -1.139  0.00
H: 2.988 -4.420 0.618  0.00
H: 1.141 -6.039 0.241  0.00
H: -1.138 -5.171 -0.225  0.00
H: -1.544 -2.785 -0.312  0.00
N: 1.134 3.790 1.944  0.00
N: 1.391 2.868 0.964  0.01
N: 1.454 3.159 -0.319  -0.01
C: 1.559 1.956 -0.853  0.01
N: 1.545 0.975 0.065  0.00
N: 1.472 1.595 1.232  0.02
H: 0.671 4.577 1.504  0.00
H: 0.469 3.295 2.609  0.00
H: 1.683 1.785 -1.905  0.00
Te: -1.073 1.255 3.242  0.00
C: -0.506 0.948 5.256  0.00
C: -0.450 -0.265 5.889  0.00
C: 0.060 -0.229 7.212  0.00
C: 0.403 1.025 7.606  0.00
S: 0.091 2.171 6.344  0.00
H: -0.764 -1.171 5.390  0.00
H: 0.163 -1.106 7.837  0.00
H: 0.833 1.356 8.538  0.00
C: 2.020 -1.131 -6.679  0.00
C: 0.691 -1.123 -6.275  0.00
C: 0.356 -1.039 -4.935  0.00
C: 1.345 -0.950 -3.943  0.01
C: 2.682 -1.016 -4.373  0.00
C: 3.016 -1.096 -5.712  0.00
C: 1.092 -0.800 -2.511  -0.04
C: -0.031 -0.407 -1.879  0.04
C: -1.212 0.118 -2.544  0.00
C: -1.133 1.325 -3.266  0.01
C: -2.242 1.876 -3.879  0.00
C: -3.476 1.237 -3.804  0.01
C: -3.579 0.057 -3.079  0.00
C: -2.474 -0.492 -2.455  0.00
H: 2.280 -1.174 -7.730  0.00
H: -0.093 -1.181 -7.023  0.00
H: -0.683 -1.038 -4.641  0.00
H: 3.465 -0.986 -3.623  0.00
H: 4.059 -1.125 -6.011  0.00
H: 1.962 -1.018 -1.898  0.00
H: -0.177 1.828 -3.334  0.00
H: -2.147 2.804 -4.433  0.00
H: -4.340 1.654 -4.310  0.00
H: -4.545 -0.428 -2.989  0.00
H: -2.578 -1.408 -1.887  0.00

The HOMO energy (spin up / spin down) comes out at -0.92 / -0.92 eV. Its charge is -2. Its expectation value of S² is 0.778. The calculation puts the energy relative to the best compared isomer or geometry (same formula, charge and spin) at 127.69 kJ/mol. The calculation puts the HOMO-LUMO gap (spin up / spin down) at 5.06 / 5.07 eV. As for the multiplicity: 2.

# 3
# C40H36F3NOP2RuSi

C40H36F3NOP2RuSi as an isolated structure at a distorted geometry (ωB97M-V/def2-TZVPD, the Open Molecules 2025 dataset).

Last column: Mulliken spin population.
Cartesian coordinates (Å):
Ru: -0.289 -0.446 -0.039  3.32
C: 3.224 1.354 -1.384  0.08
Si: 1.922 0.775 -0.087  0.40
C: 0.585 2.164 -0.404  -0.10
C: 0.629 3.356 0.313  0.04
C: 0.016 4.495 -0.185  -0.01
C: -0.594 4.469 -1.428  0.03
C: -0.643 3.289 -2.157  -0.01
C: -0.096 2.125 -1.633  0.07
P: -0.194 0.494 -2.479  0.20
C: -0.096 1.007 -4.251  0.11
C: -1.191 0.941 -5.109  0.02
C: -1.066 1.347 -6.426  0.00
C: 0.155 1.785 -6.914  0.02
C: 1.261 1.802 -6.078  -0.01
C: 1.138 1.410 -4.759  0.04
C: -1.953 -0.015 -2.401  -0.14
C: -3.014 0.893 -2.371  0.05
C: -4.310 0.435 -2.511  0.00
C: -4.561 -0.918 -2.691  0.03
C: -3.515 -1.830 -2.689  -0.01
C: -2.216 -1.384 -2.548  0.11
C: 2.694 0.820 1.661  0.10
C: 3.905 1.469 1.890  0.02
C: 4.463 1.494 3.154  -0.01
C: 3.834 0.857 4.214  0.02
C: 2.640 0.194 4.002  -0.02
C: 2.078 0.162 2.733  -0.10
P: 0.419 -0.529 2.454  0.26
C: -0.518 0.395 3.693  -0.03
C: -0.542 1.780 3.506  0.05
C: -1.349 2.573 4.294  -0.01
C: -2.151 1.986 5.263  0.02
C: -2.134 0.612 5.446  -0.01
C: -1.318 -0.191 4.669  0.02
C: 0.317 -2.286 2.919  -0.05
C: 0.795 -2.853 4.097  -0.01
C: 0.566 -4.194 4.354  0.00
C: -0.119 -4.977 3.438  0.00
C: -0.585 -4.423 2.255  0.02
C: -0.376 -3.080 2.002  0.09
H: 3.285 2.439 -1.373  0.00
H: 2.937 1.054 -2.386  0.01
H: 4.206 0.941 -1.187  0.00
H: 1.188 3.403 1.238  0.01
H: 0.055 5.412 0.384  0.00
H: -1.026 5.367 -1.841  0.00
H: -1.086 3.271 -3.144  0.00
H: -2.147 0.596 -4.747  0.00
H: -1.938 1.318 -7.063  0.00
H: 0.244 2.106 -7.940  0.00
H: 2.224 2.118 -6.452  0.00
H: 2.002 1.425 -4.111  0.01
H: -2.816 1.946 -2.235  0.00
H: -5.123 1.147 -2.484  0.00
H: -5.570 -1.270 -2.835  0.00
H: -3.723 -2.885 -2.788  0.00
H: -1.394 -2.092 -2.560  -0.01
H: 4.394 1.981 1.074  0.00
H: 5.382 2.035 3.316  0.00
H: 4.264 0.900 5.203  0.00
H: 2.122 -0.260 4.832  0.00
H: 0.073 2.219 2.731  -0.01
H: -1.378 3.642 4.137  0.00
H: -2.798 2.600 5.875  0.00
H: -2.777 0.163 6.190  0.00
H: -1.323 -1.266 4.798  0.00
H: 1.334 -2.253 4.815  0.00
H: 0.913 -4.629 5.280  0.00
H: -0.292 -6.022 3.645  0.00
H: -1.121 -5.036 1.545  0.00
H: -0.775 -2.622 1.083  0.00
F: -2.423 -0.362 1.919  0.02
C: -2.330 -0.127 0.573  0.31
F: -3.351 -0.853 0.059  0.02
F: -2.675 1.186 0.419  0.01
C: 2.110 -4.118 -0.633  0.01
C: 1.128 -3.425 -1.532  0.02
N: 0.998 -3.919 -2.768  0.01
O: 0.473 -2.451 -1.168  -0.03
H: 2.323 -5.131 -0.962  0.00
H: 1.712 -4.132 0.380  0.00
H: 3.038 -3.549 -0.616  0.00
H: 1.501 -4.734 -3.073  0.00
H: 0.352 -3.492 -3.415  0.00

The HOMO energy (spin up / spin down) comes out at -8.48 / -11.15 eV. Its charge is +1. Its expectation value of S² is 8.772. The calculation puts the HOMO-LUMO gap (spin up / spin down) at 6.58 / 6.84 eV. As for the multiplicity: 6.

# 4
# C40H36N4OP3S3W

C40H36N4OP3S3W as an isolated structure (ωB97M-V/def2-TZVPD, the Open Molecules 2025 dataset).

Last column: Mulliken spin population.
Cartesian coordinates (Å):
W: -0.273 -0.215 -0.225  0.68
N: 2.127 -1.287 1.725  0.00
P: 0.917 -0.180 2.092  0.11
C: 0.084 -0.842 3.526  -0.02
C: -0.995 -0.133 4.056  0.00
C: -1.637 -0.616 5.187  0.00
C: -1.196 -1.792 5.789  0.00
C: -0.119 -2.489 5.262  0.00
C: 0.519 -2.024 4.118  0.00
C: 1.716 1.304 2.705  -0.04
C: 2.169 1.299 4.020  0.00
C: 2.888 2.378 4.514  0.00
C: 3.153 3.468 3.700  0.00
C: 2.681 3.488 2.389  0.00
C: 1.964 2.413 1.893  0.04
P: 2.116 -1.442 0.037  0.05
C: 3.657 -0.721 -0.595  -0.01
C: 4.645 -1.536 -1.152  0.00
C: 5.839 -0.979 -1.597  0.00
C: 6.067 0.382 -1.467  0.00
C: 5.095 1.197 -0.895  0.00
C: 3.899 0.652 -0.466  0.00
C: 2.350 -3.195 -0.300  0.00
C: 2.747 -4.057 0.719  0.00
C: 2.967 -5.397 0.445  0.00
C: 2.797 -5.885 -0.844  0.00
C: 2.425 -5.022 -1.870  0.00
C: 2.209 -3.677 -1.600  0.00
H: 3.001 -1.329 2.242  0.00
H: -1.313 0.803 3.608  0.00
H: -2.475 -0.073 5.604  0.00
H: -1.696 -2.163 6.673  0.00
H: 0.228 -3.393 5.743  0.00
H: 1.356 -2.569 3.701  0.00
H: 1.946 0.464 4.679  0.00
H: 3.239 2.363 5.536  0.00
H: 3.715 4.307 4.086  0.00
H: 2.869 4.345 1.756  0.00
H: 1.591 2.447 0.881  -0.03
H: 4.491 -2.598 -1.273  0.00
H: 6.590 -1.617 -2.040  0.00
H: 7.001 0.808 -1.806  0.00
H: 5.269 2.259 -0.785  0.00
H: 3.155 1.299 -0.035  0.01
H: 2.885 -3.694 1.728  0.00
H: 3.280 -6.062 1.239  0.00
H: 2.964 -6.932 -1.054  0.00
H: 2.311 -5.393 -2.879  0.00
H: 1.948 -3.005 -2.407  0.01
O: -0.510 1.721 0.519  0.01
N: -1.636 2.439 0.395  0.02
C: -1.549 3.771 0.600  0.00
C: -2.689 4.530 0.551  0.00
C: -3.913 3.907 0.300  0.00
C: -3.965 2.544 0.099  0.01
C: -2.787 1.805 0.139  0.01
S: -2.656 0.122 -0.154  -0.01
H: -0.554 4.139 0.798  0.00
H: -2.625 5.596 0.706  0.00
H: -4.818 4.496 0.257  0.00
H: -4.894 2.032 -0.106  0.00
S: -0.393 -1.493 -2.250  -0.03
C: 0.910 -0.955 -3.288  0.04
C: 1.340 -1.722 -4.358  -0.01
C: 2.409 -1.292 -5.131  0.02
C: 2.878 -2.126 -6.214  0.00
N: 3.240 -2.813 -7.058  0.01
C: 3.042 -0.076 -4.844  0.00
C: 2.589 0.703 -3.788  0.01
C: 1.531 0.256 -3.012  0.01
S: 0.949 1.183 -1.664  0.15
C: 4.181 0.368 -5.611  0.00
N: 5.093 0.745 -6.197  0.00
H: 0.857 -2.663 -4.589  0.00
H: 3.080 1.641 -3.562  0.00
C: -2.488 -2.422 1.992  0.00
P: -1.481 -2.529 0.485  -0.01
C: -0.590 -4.073 0.767  0.02
C: -2.716 -3.044 -0.753  0.00
H: -3.136 -3.299 2.010  0.00
H: -3.103 -1.526 1.987  0.00
H: -1.859 -2.430 2.887  0.00
H: -1.335 -4.832 1.009  0.00
H: 0.096 -3.972 1.606  0.00
H: -0.041 -4.378 -0.118  0.00
H: -3.281 -3.869 -0.318  0.00
H: -2.227 -3.396 -1.656  0.00
H: -3.410 -2.251 -1.012  0.00

The HOMO energy (spin up / spin down) comes out at -13.16 / -13.40 eV. Its charge is +2. Its expectation value of S² is 0.762. The calculation puts the energy relative to the best compared isomer or geometry (same formula, charge and spin) at 5.51 kJ/mol. The calculation puts the HOMO-LUMO gap (spin up / spin down) at 6.22 / 6.10 eV. As for the multiplicity: 2.

# 5
# C40H36N6PtS2

C40H36N6PtS2 as an isolated structure (ωB97M-V/def2-TZVPD, the Open Molecules 2025 dataset).

Last column: Löwdin charge in e.
Cartesian coordinates (Å):
Pt: -0.862 -1.391 -0.285  1.07
C: -4.251 -4.122 -0.648  -0.02
C: -2.956 -3.584 -0.694  -0.11
N: -2.710 -2.349 -0.320  -0.09
C: -3.722 -1.539 0.106  -0.14
C: -5.049 -1.999 0.168  -0.15
C: -5.284 -3.337 -0.221  0.01
C: -6.063 -1.115 0.596  -0.05
C: -5.724 0.171 0.919  -0.07
C: -4.400 0.636 0.851  0.00
C: -3.371 -0.203 0.457  -0.22
N: -2.041 0.118 0.352  -0.10
C: -1.647 1.465 0.458  -0.24
C: -1.577 2.089 1.675  -0.02
C: -1.155 3.431 1.783  -0.06
C: -0.785 4.134 0.675  -0.03
C: -0.847 3.525 -0.602  -0.16
C: -0.479 4.199 -1.789  -0.02
C: -0.581 3.555 -2.986  -0.05
C: -1.062 2.228 -2.998  -0.14
N: -1.411 1.569 -1.925  0.10
C: -1.296 2.191 -0.722  -0.17
H: -4.404 -5.146 -0.958  0.11
H: -2.112 -4.168 -1.033  0.09
H: -6.294 -3.726 -0.182  0.12
H: -7.086 -1.463 0.656  0.11
H: -6.494 0.862 1.239  0.11
H: -4.182 1.663 1.105  0.11
H: -1.818 1.521 2.565  0.13
H: -1.109 3.891 2.762  0.11
H: -0.447 5.160 0.751  0.11
H: -0.119 5.219 -1.729  0.12
H: -0.309 4.036 -3.915  0.10
H: -1.152 1.696 -3.941  0.11
S: -0.957 -1.504 -2.556  0.74
C: -0.228 -3.054 -2.930  -0.68
C: -0.270 -3.405 -4.314  -0.26
N: -0.306 -3.648 -5.437  0.18
C: 0.354 -3.829 -1.996  -0.71
S: 0.386 -3.359 -0.317  0.69
C: 0.987 -5.068 -2.321  -0.26
N: 1.484 -6.078 -2.555  0.18
C: -1.066 -2.237 4.350  -0.04
C: -0.291 -1.147 3.661  -0.27
C: 0.131 -0.024 4.356  -0.02
C: 0.878 0.965 3.713  -0.27
C: 1.361 2.174 4.469  -0.04
C: 1.142 0.860 2.360  -0.02
C: 0.720 -0.251 1.606  -0.32
C: 0.055 -1.270 2.318  -0.06
N: 0.818 -0.371 0.227  -0.11
C: 2.033 0.060 -0.506  -0.42
C: 3.287 -0.234 0.337  -0.07
C: 4.556 0.191 -0.407  -0.28
C: 4.680 -0.604 -1.707  -0.12
C: 3.455 -0.321 -2.575  -0.28
C: 3.405 1.168 -2.919  -0.12
C: 3.275 1.968 -1.622  -0.28
C: 4.483 1.689 -0.723  -0.11
C: 1.989 1.554 -0.899  -0.07
C: 2.179 -0.714 -1.821  -0.13
H: -0.573 -2.550 5.271  0.08
H: -1.174 -3.112 3.710  0.08
H: -2.068 -1.893 4.616  0.08
H: -0.094 0.072 5.412  0.12
H: 0.893 2.243 5.451  0.08
H: 1.144 3.092 3.920  0.07
H: 2.443 2.133 4.617  0.08
H: 1.648 1.681 1.879  0.11
H: -0.143 -2.228 1.845  0.03
H: 3.308 -1.306 0.557  0.13
H: 3.244 0.289 1.293  0.11
H: 5.421 -0.007 0.232  0.14
H: 4.746 -1.674 -1.485  0.12
H: 5.594 -0.324 -2.240  0.12
H: 3.507 -0.912 -3.494  0.14
H: 2.552 1.375 -3.573  0.12
H: 4.311 1.463 -3.459  0.12
H: 3.224 3.037 -1.850  0.14
H: 4.399 2.262 0.207  0.12
H: 5.402 2.012 -1.222  0.12
H: 1.128 1.706 -1.555  0.10
H: 1.843 2.198 -0.034  0.11
H: 2.192 -1.785 -1.613  0.09
H: 1.318 -0.498 -2.453  0.06

The HOMO energy (spin up / spin down) comes out at -7.37 / -7.37 eV. The calculation puts the energy relative to the best compared isomer or geometry (same formula, charge and spin) at 0.00 kJ/mol. The calculation puts the HOMO-LUMO gap (spin up / spin down) at 5.47 / 5.47 eV.